Formula: C44H36AsGeN2PtS
Source: the OMol25 dataset
Level of theory: ωB97M-V with the def2-TZVPD basis set

**Gap between HOMO and LUMO (alpha / beta)**: 0.1962 / 0.1961 Ha
**HOMO energy (alpha / beta)**: -9.913 / -9.912 eV
**Net charge**: +1
**Strongest force on any atom**: 2.93 eV Å⁻¹
**Spin multiplicity**: 1
**Energy above the lowest of the compared OMol25 structures with the same formula, charge and spin**: 140.9 kJ/mol

Structure (XYZ):
```
86
C44H36AsGeN2PtS ωB97M-V with the def2-TZVPD basis set
Pt -0.96 0.64 -0.09
S -3.16 0.21 0.35
C -3.74 -1.30 -0.33
C -5.06 -1.64 -0.03
C -5.60 -2.82 -0.50
C -4.83 -3.67 -1.28
C -3.53 -3.32 -1.60
C -2.97 -2.13 -1.15
As -1.17 -1.59 -1.62
C -1.55 -0.29 -3.03
C -2.81 0.23 -3.28
C -2.97 1.21 -4.26
C -1.89 1.67 -4.98
C -0.63 1.14 -4.74
C -0.46 0.17 -3.77
C -0.60 -3.12 -2.72
C 0.06 -4.16 -2.08
C 0.44 -5.28 -2.81
C 0.18 -5.35 -4.17
C -0.45 -4.29 -4.80
C -0.84 -3.17 -4.08
H -5.64 -0.96 0.58
H -6.62 -3.08 -0.25
H -5.23 -4.61 -1.63
H -2.93 -3.99 -2.21
H -3.67 -0.13 -2.74
H -3.96 1.61 -4.45
H -2.02 2.43 -5.73
H 0.22 1.49 -5.32
H 0.52 -0.26 -3.58
H 0.27 -4.10 -1.02
H 0.94 -6.10 -2.31
H 0.47 -6.22 -4.74
H -0.66 -4.33 -5.86
H -1.35 -2.36 -4.59
C 0.99 0.68 -0.59
Ge 2.22 0.43 0.89
C 2.02 -1.51 1.24
C 3.10 -2.38 1.15
C 2.90 -3.75 1.32
C 1.63 -4.25 1.57
C 0.55 -3.38 1.66
C 0.74 -2.02 1.48
C 1.67 1.40 2.53
C 1.96 2.75 2.63
C 1.60 3.47 3.77
C 0.95 2.83 4.81
C 0.68 1.47 4.72
C 1.03 0.76 3.59
C 4.08 0.96 0.49
C 4.44 1.54 -0.72
C 5.77 1.86 -0.97
C 6.74 1.60 -0.01
C 6.37 1.03 1.20
C 5.05 0.71 1.45
H 1.31 0.93 -1.60
H 4.09 -2.00 0.95
H 3.75 -4.42 1.25
H 1.48 -5.31 1.70
H -0.44 -3.76 1.87
H -0.10 -1.34 1.53
H 2.49 3.25 1.83
H 1.84 4.52 3.83
H 0.67 3.37 5.70
H 0.20 0.96 5.55
H 0.83 -0.30 3.53
H 3.69 1.73 -1.48
H 6.05 2.30 -1.92
H 7.77 1.85 -0.20
H 7.13 0.83 1.95
H 4.76 0.28 2.40
N -0.36 4.79 1.30
C -0.20 3.69 0.53
N -1.04 2.74 0.84
C -1.81 3.23 1.89
C -2.85 2.64 2.61
C -3.43 3.39 3.61
C -2.99 4.69 3.90
C -1.96 5.29 3.19
C -1.38 4.53 2.18
H 0.18 5.64 1.24
H 0.54 3.63 -0.26
H -3.18 1.64 2.40
H -4.24 2.97 4.18
H -3.47 5.24 4.70
H -1.64 6.29 3.41
```